P:
Density functional theory data (wB97M-V/def2-TZVPD) for a 2-piece molecular cluster, C4H11N2 overall.

**Highest occupied orbital energy**: -0.535 hartree
**Charge**: +1
**Orbital gap**: 10.46 eV

Cartesian coordinates (Å):
C  -0.92  -1.48  -0.82
C  0.24  -0.57  -0.73
C  1.74  -0.92  -0.81
C  -0.60  1.86  1.28
N  -0.71  -0.17  -1.49
N  -0.15  0.42  1.19
H  -0.86  -2.27  -1.49
H  -1.56  -1.61  0.14
H  2.24  -0.21  -1.54
H  1.79  -1.92  -1.27
H  2.21  -0.85  0.13
H  -0.20  2.50  0.43
H  -1.68  2.03  1.37
H  -0.05  2.43  2.05
H  -1.21  0.69  -1.59
H  -0.91  -0.29  1.29
H  0.62  0.34  1.85

---

Q:
Density functional theory data (wB97M-V/def2-TZVPD) for a 2-piece molecular cluster, C4H11N2 overall.

**Highest occupied orbital energy**: -0.521 hartree
**Charge**: +1
**Orbital gap**: 10.78 eV

Cartesian coordinates (Å):
C  -1.51  -0.93  -2.08
N  -0.61  -0.06  -1.87
H  -2.02  -1.38  -1.25
H  -1.79  -1.25  -3.08
H  -0.20  0.31  -2.73
H  0.05  0.26  -0.67
C  1.15  -1.54  1.51
C  0.32  -0.55  1.29
N  0.61  0.52  0.35
C  0.11  1.87  0.75
H  2.12  -1.59  1.05
H  0.86  -2.34  2.19
H  -0.65  -0.45  1.76
H  1.62  0.55  0.23
H  0.94  2.48  1.11
H  -0.36  2.35  -0.10
H  -0.63  1.77  1.54

---

Short version: P is the least stable of them.

---

P:
Density functional theory data (wB97M-V/def2-TZVPD) for a 2-piece molecular cluster, C4H11N2 overall.

**Highest occupied orbital energy**: -0.487 hartree
**Charge**: +1
**Orbital gap**: 9.96 eV

Cartesian coordinates (Å):
C  -1.24  1.85  -2.03
C  -0.05  1.36  -2.41
H  -1.33  2.91  -1.75
H  -2.15  1.24  -1.92
H  0.84  2.00  -2.62
H  0.15  0.29  -2.62
C  0.62  -1.16  1.55
C  0.09  -0.66  0.43
N  -1.14  0.19  0.55
N  1.85  -1.76  1.79
H  0.02  -0.91  2.45
H  0.48  -0.62  -0.59
H  -2.00  -0.34  0.33
H  -1.20  0.49  1.52
H  -1.02  1.02  -0.04
H  2.49  -1.92  1.01
H  2.27  -1.55  2.66

---

Q:
Density functional theory data (wB97M-V/def2-TZVPD) for a 2-piece molecular cluster, C4H11N2 overall.

**Highest occupied orbital energy**: -0.470 hartree
**Charge**: +1
**Orbital gap**: 4.41 eV

Cartesian coordinates (Å):
C  -0.99  -1.21  -1.84
C  -0.56  0.09  -1.71
N  0.37  0.46  -0.83
C  0.78  1.82  -0.96
H  -0.49  -1.96  -1.22
H  -1.71  -1.49  -2.60
H  -1.01  0.89  -2.29
H  -0.41  -0.42  0.62
H  0.69  2.32  0.01
H  1.85  1.85  -1.22
H  0.22  2.37  -1.72
C  0.45  -0.56  2.49
N  -0.61  -0.84  1.53
H  1.34  -1.14  2.26
H  0.16  -0.84  3.51
H  0.67  0.51  2.50
H  -0.77  -1.84  1.45

---

R:
Density functional theory data (wB97M-V/def2-TZVPD) for an isolated ion of composition C4H11N2 and charge +1.

**Highest occupied orbital energy**: -0.490 hartree
**Charge**: +1
**Orbital gap**: 10.08 eV
**SMILES**: CN1C[NH+](C)C1

Cartesian coordinates (Å):
C  2.22  0.10  -0.43
N  1.14  -0.01  0.51
C  0.10  1.00  0.51
N  -0.98  -0.04  0.53
C  -2.11  0.01  -0.51
C  0.17  -1.06  0.41
H  2.88  -0.81  -0.39
H  1.87  -0.21  -1.55
H  2.64  1.09  -0.39
H  0.23  1.54  1.52
H  0.29  1.81  -0.37
H  -1.33  -0.09  1.42
H  -2.61  -0.99  -0.54
H  -2.87  0.63  0.05
H  -1.88  0.47  -1.47
H  0.10  -1.58  -0.48
H  0.14  -1.87  1.19

---

Short version: Q is the least stable of them.